Run i
The following is a quantum chemistry calculation of an isolated molecule of C22H26N4O5S, from the OMol25 dataset.

Element x y z (Å)
C: -5.6251 -1.0746 1.1615
H: -6.2099 -0.9780 2.0714
H: -5.5479 -2.1291 0.9065
H: -6.1417 -0.5562 0.3565
C: -4.2361 -0.4826 1.3788
N: -3.4382 -0.5853 0.1847
C: -2.7363 -1.6689 -0.2481
N: -2.1859 -1.4252 -1.4122
N: -2.5093 -0.1687 -1.7555
C: -3.2539 0.3340 -0.8144
C: -3.7112 1.7478 -0.7273
O: -3.1987 2.3599 0.4451
C: -1.8095 2.4129 0.5016
C: -1.0989 3.3343 -0.2584
C: 0.2713 3.4166 -0.1370
C: 0.9635 2.5741 0.7362
C: 0.2512 1.6392 1.4781
C: -1.1254 1.5651 1.3586
H: -1.6726 0.8497 1.9535
H: 0.7538 0.9611 2.1487
O: 2.3094 2.7538 0.7956
C: 3.0389 2.0358 1.7636
H: 3.0028 0.9583 1.5788
H: 2.6752 2.2497 2.7736
H: 4.0664 2.3838 1.6702
H: 0.8345 4.1425 -0.7033
H: -1.6264 3.9956 -0.9292
H: -3.3829 2.2682 -1.6344
H: -4.7996 1.8154 -0.6403
S: -2.5858 -3.1246 0.6832
C: -1.2872 -3.9647 -0.2802
H: -1.5275 -3.8236 -1.3323
H: -1.3561 -5.0139 0.0046
C: 0.1044 -3.4410 0.0768
O: 0.8139 -4.0309 0.8624
N: 0.4102 -2.2957 -0.5709
C: 1.6089 -1.5784 -0.5476
C: 2.7448 -1.9933 0.1187
C: 3.9240 -1.2482 0.0402
C: 3.9504 -0.0879 -0.7168
C: 2.8028 0.3426 -1.3740
C: 1.6286 -0.3785 -1.2932
O: 0.4451 -0.0430 -1.8871
C: 0.4120 1.0394 -2.7819
H: 0.6479 1.9825 -2.2794
H: -0.6147 1.0646 -3.1435
H: 1.1007 0.8845 -3.6190
H: 2.8463 1.2571 -1.9429
H: 4.8458 0.5050 -0.8080
O: 4.9828 -1.7504 0.7427
C: 6.2104 -1.0705 0.6760
H: 6.1337 -0.0561 1.0828
H: 6.9015 -1.6499 1.2862
H: 6.5895 -1.0213 -0.3502
H: 2.7379 -2.9019 0.6959
H: -0.3046 -1.8737 -1.1691
H: -3.7212 -1.0311 2.1738
H: -4.3019 0.5735 1.6499

structure (SMILES): CCn1c(COc2ccc(OC)cc2)nnc1SCC(=O)Nc1cc(OC)ccc1OC
total charge: 0
E_HOMO: -7.60 eV
Kohn-Sham gap: 8.20 eV

Mulliken atomic charge list, values in e, 8 entries: C -1.216; H 0.424; H 0.312; H 0.297; C -0.955; N 0.587; C 0.573; N -0.552

---

Run ii
The following is a quantum chemistry calculation of an isolated molecule of C22H26N4O5S, from the OMol25 dataset.

Element x y z (Å)
C: 5.7248 -2.2126 -2.2114
H: 6.6408 -2.1818 -1.6233
O: 4.6798 -1.9670 -1.3012
C: 3.4040 -1.9362 -1.7748
C: 3.0481 -2.1500 -3.0964
C: 1.7049 -2.0945 -3.4727
C: 0.7175 -1.8360 -2.5340
C: 1.0855 -1.6183 -1.2106
C: 2.4159 -1.6696 -0.8280
H: 2.7111 -1.4956 0.1949
N: 0.1419 -1.3514 -0.2116
C: -1.1783 -1.0991 -0.3342
O: -1.8504 -1.2463 -1.3349
C: -1.8127 -0.6368 0.9866
N: -1.0990 0.4667 1.5891
C: -0.0980 0.2040 2.5445
C: -0.4159 -0.4797 3.7151
C: 0.5582 -0.7224 4.6642
C: 1.8633 -0.2815 4.4830
C: 2.1696 0.4070 3.3153
C: 1.2088 0.6429 2.3495
H: 1.4586 1.1748 1.4451
H: 3.1783 0.7575 3.1531
C: 2.9217 -0.5557 5.5074
H: 3.5316 -1.4050 5.1975
H: 3.5793 0.3033 5.6200
H: 2.4783 -0.7899 6.4719
H: 0.2949 -1.2540 5.5674
H: -1.4299 -0.8116 3.8829
S: -0.8973 1.8233 0.5964
O: -0.0633 1.5076 -0.5315
O: -0.4825 2.8937 1.4507
C: -2.5416 2.0948 0.0559
C: -3.0572 1.9910 -1.2253
N: -4.3580 2.3258 -1.1092
N: -4.7084 2.6373 0.1463
C: -3.6198 2.5058 0.8756
C: -3.5677 2.7469 2.3368
H: -4.4100 3.3614 2.6408
H: -2.6280 3.2344 2.5859
H: -3.6101 1.8001 2.8746
H: -5.0490 2.3649 -1.8422
C: -2.4254 1.5809 -2.4966
H: -2.8924 2.0787 -3.3437
H: -2.5230 0.5008 -2.6155
H: -1.3634 1.8092 -2.4595
H: -1.8331 -1.4782 1.6841
H: -2.8423 -0.3324 0.7771
H: 0.5593 -1.1356 0.6858
H: -0.3224 -1.7869 -2.7987
O: 1.4663 -2.3145 -4.7943
C: 0.1363 -2.2487 -5.2525
H: 0.1854 -2.4368 -6.3241
H: -0.4898 -3.0105 -4.7780
H: -0.2994 -1.2609 -5.0750
H: 3.7722 -2.3567 -3.8659
H: 5.6271 -3.1977 -2.6785
H: 5.7676 -1.4444 -2.9896

structure (SMILES): COc1cc(NC(=O)CN(c2ccc(C)cc2)S(=O)(=O)c2c(C)n[nH]c2C)cc(OC)c1
total charge: 0
E_HOMO: -8.19 eV
Kohn-Sham gap: 8.89 eV

Mulliken atomic charge list, values in e, 8 entries: C -0.875; H 0.238; O -0.421; C 0.551; C -0.510; C 0.268; C -0.402; C 0.156

---

On energetic grounds, run ii is preferred over the next structure by 0.245 eV.

---

Run i
The following is a quantum chemistry calculation of C16H27N3O3S as an isolated structure, from the OMol25 dataset.

Element x y z (Å)
C: -2.6493 -2.1519 -2.1417
C: -1.4430 -1.4782 -2.7048
O: -1.4433 -0.2849 -2.8955
N: -0.3401 -2.2664 -3.0389
C: 0.3692 -2.8033 -1.8383
C: 1.7236 -2.1215 -1.7145
C: 2.6324 -2.7108 -0.6488
C: 2.2180 -2.3981 0.8101
C: 1.5636 -1.0503 0.9734
C: 2.3657 0.1259 1.0179
C: 1.7900 1.3540 1.1105
C: 0.3814 1.4410 1.1528
N: -0.3484 2.5673 1.2310
S: -1.8728 2.1541 1.2665
N: -1.7490 0.5345 1.1812
C: -0.4415 0.2905 1.1286
C: 0.2029 -0.9771 1.0358
H: -2.5119 -3.2194 -2.0213
H: -2.8753 -1.6967 -1.1808
H: -3.4983 -1.9610 -2.7855
H: 0.2754 -1.6346 -3.5393
H: -0.2640 -2.6121 -0.9801
H: 0.5388 -3.8686 -1.9672
H: 1.5609 -1.0516 -1.5880
H: 2.2203 -2.2453 -2.6774
H: 3.6299 -2.3160 -0.8132
H: 2.6620 -3.7916 -0.7693
H: 3.1344 -2.3813 1.4003
H: 1.5983 -3.1689 1.2544
H: 3.4376 0.0179 0.9739
H: 2.3684 2.2640 1.1304
H: -0.4031 -1.8683 1.0037
C: 0.1611 3.4919 -3.7495
C: -0.8616 3.7335 -2.6532
O: -1.9314 2.7972 -2.7205
H: -0.3123 3.5525 -4.7300
H: 0.9690 4.2251 -3.7033
H: 0.5936 2.4926 -3.6565
H: -1.3053 4.7233 -2.7568
H: -0.3846 3.6772 -1.6692
H: -1.5570 1.9139 -2.6224
C: -1.4837 1.7680 5.2663
C: -0.5660 0.5891 4.9934
O: -1.2992 -0.5981 4.7044
H: -2.1485 1.5549 6.1039
H: -0.9107 2.6685 5.4932
H: -2.1119 1.9630 4.3954
H: 0.0490 0.3725 5.8654
H: 0.1018 0.8119 4.1517
H: -1.8349 -0.4285 3.9218

total charge: 0
E_HOMO: -9.21 eV
Kohn-Sham gap: 8.56 eV

Mulliken atomic charge list, values in e, 8 entries: C -1.044; C 0.467; O -0.628; N -0.267; C 0.003; C -0.700; C -0.860; C -1.539

---

Run ii
The following is a quantum chemistry calculation of an isolated molecule of C16H27N3O3S, from the OMol25 dataset.

Element x y z (Å)
C: 2.2605 0.0066 -4.6817
C: 2.1331 -0.4749 -3.4539
C: 1.7889 -1.9115 -3.2235
H: 1.8991 -2.5006 -4.1323
H: 2.3622 -2.3461 -2.4067
S: 0.0232 -2.1191 -2.7416
C: 0.1924 -2.0554 -1.0307
N: 1.2845 -2.0494 -0.3318
N: 0.9029 -2.0329 0.9660
C: -0.3849 -2.0200 1.0007
C: -1.2989 -2.0013 2.1632
H: -1.9548 -1.1311 2.0628
H: -1.9334 -2.8906 2.0872
C: -0.6017 -1.9723 3.5252
C: -0.0851 -0.5868 3.9308
C: 1.3469 -0.2764 3.4636
H: 2.0193 -0.2508 4.3221
H: 1.6926 -1.0588 2.7881
C: 1.4533 1.0656 2.7334
N: 0.9593 1.0056 1.3756
C: -0.3001 1.3523 1.0379
O: -1.1066 1.8304 1.8019
O: -0.5063 1.1101 -0.2776
C: -1.7268 1.5728 -0.9122
C: -2.9352 0.8378 -0.3323
H: -3.8322 1.1271 -0.8726
H: -2.7991 -0.2377 -0.4296
H: -3.0580 1.0914 0.7173
C: -1.5537 1.2247 -2.3910
H: -2.4172 1.5716 -2.9507
H: -1.4630 0.1501 -2.5221
H: -0.6612 1.7004 -2.7894
C: -1.8696 3.0857 -0.7456
H: -1.9993 3.3411 0.3022
H: -0.9808 3.5874 -1.1231
H: -2.7349 3.4321 -1.3037
H: 1.5014 0.4779 0.7096
H: 0.8715 1.8306 3.2523
H: 2.4987 1.3838 2.6890
H: -0.7645 0.1707 3.5393
H: -0.1237 -0.5142 5.0190
H: -1.3377 -2.2957 4.2642
H: 0.2167 -2.6928 3.5303
O: -0.9120 -2.0431 -0.2557
C: 2.2987 0.3636 -2.2262
H: 2.7069 1.3391 -2.4762
H: 2.9595 -0.1339 -1.5182
H: 1.3348 0.5087 -1.7382
H: 2.5125 1.0375 -4.8607
H: 2.1221 -0.6090 -5.5542

structure (SMILES): C=C(C)CSc1nnc(CCCCCNC(=O)OC(C)(C)C)o1
total charge: 0
E_HOMO: -8.72 eV
Kohn-Sham gap: 9.39 eV

Mulliken atomic charge list, values in e, 8 entries: C -1.163; C 0.918; C -0.897; H 0.539; H 0.360; S -0.170; C 0.640; N -0.503

---

On energetic grounds, run ii is preferred over the next structure by 0.590 eV.

---

Run i
The following is a quantum chemistry calculation of a 14-piece molecular cluster, H28O14 overall, from the OMol25 dataset.

Element x y z (Å)
O: 2.9040 3.5604 1.6137
H: 2.2014 4.1497 1.8880
H: 2.8470 3.3462 0.6918
O: 3.3291 -2.1555 1.3326
H: 4.2630 -1.9694 1.4052
H: 3.1337 -2.6093 0.5173
O: 0.2493 -2.4291 -3.8499
H: -0.5909 -1.9642 -3.9366
H: 0.3703 -2.8175 -4.7207
O: 0.6348 0.7208 -1.7340
H: 0.8392 1.6596 -1.6759
H: 1.3119 0.4187 -1.1083
O: -2.0067 1.1933 2.4513
H: -1.3156 0.6538 2.8264
H: -2.8650 0.9276 2.7762
O: 3.2454 0.5256 0.1742
H: 3.2501 0.0697 1.0294
H: 3.2870 1.4084 0.5592
O: -0.9737 3.9191 1.9041
H: -1.6644 3.7901 1.2576
H: -0.8479 3.2132 2.5256
O: -2.9309 -2.3909 -3.0079
H: -3.5716 -1.7190 -2.7415
H: -3.0507 -3.0428 -2.3066
O: -3.5752 1.1048 -0.8467
H: -3.0480 0.6175 -1.5160
H: -3.5876 0.5715 -0.0495
O: 1.3331 -0.5034 4.1748
H: 1.8810 -0.6792 3.4128
H: 1.0244 0.4020 4.2138
O: 3.1047 -0.8947 -3.1263
H: 2.4184 -1.5095 -2.8661
H: 2.7007 -0.1078 -3.4941
O: -3.1047 -2.5512 2.8069
H: -2.3002 -3.0353 2.6386
H: -3.2161 -1.9800 3.5534
O: -1.8870 0.5192 -2.8600
H: -1.1591 1.1326 -2.8843
H: -1.6388 -0.3982 -2.7385
O: -0.6315 -0.6013 0.5562
H: -0.3267 -0.0037 -0.1412
H: -0.0362 -0.5419 1.2950

total charge: 0
E_HOMO: -10.50 eV
Kohn-Sham gap: 10.25 eV

Mulliken atomic charge list, values in e, 8 entries: O -0.634; H 0.329; H 0.309; O -0.626; H 0.320; H 0.311; O -0.585; H 0.294

---

Run ii
The following is a quantum chemistry calculation of a 14-piece molecular cluster, H28O14 overall, from the OMol25 dataset.

Element x y z (Å)
O: -1.7284 1.5354 -2.2475
H: -2.5661 1.0664 -2.2021
H: -1.0627 0.8308 -2.3601
O: 0.8728 -2.1999 2.7388
H: 0.9330 -2.5422 1.8348
H: 0.2386 -2.7725 3.1803
O: 2.6156 -0.5305 -1.8579
H: 3.0078 -1.4081 -1.9132
H: 2.4982 -0.3758 -0.9040
O: 2.8682 -0.6362 0.9326
H: 2.7821 -0.9411 1.8447
H: 3.6584 -0.0822 0.9293
O: 0.6844 -3.2522 -0.0121
H: 0.2470 -4.0472 0.3129
H: 0.4425 -3.2050 -0.9440
O: -0.8602 3.6041 -0.4079
H: -0.6383 3.0745 0.3701
H: -1.0126 2.9574 -1.1211
O: 1.9802 2.2807 1.2071
H: 1.4706 1.6171 0.7202
H: 1.3497 2.6242 1.8525
O: -2.4155 1.0646 1.0786
H: -2.7882 0.3402 1.5991
H: -3.1557 1.4205 0.5713
O: -0.6623 2.6247 2.5427
H: -0.4797 1.9793 3.2337
H: -1.3904 2.2296 2.0222
O: -0.0918 -0.7101 -2.8651
H: 0.1168 -1.2413 -3.6411
H: 0.7617 -0.5828 -2.4034
O: -2.1164 -2.6406 1.5887
H: -1.8956 -2.1078 0.8101
H: -1.6675 -3.4759 1.4468
O: -2.2075 -1.5392 -1.1056
H: -1.5274 -1.6664 -1.7902
H: -2.9517 -2.0847 -1.3861
O: 1.7657 3.0583 -1.6011
H: 1.8704 2.1486 -1.3185
H: 1.3102 3.4871 -0.8673
O: 0.1651 0.3114 -0.0800
H: 0.3634 -0.6171 0.0966
H: -0.7841 0.4041 0.1156

total charge: 0
E_HOMO: -9.57 eV
Kohn-Sham gap: 8.90 eV

Mulliken atomic charge list, values in e, 8 entries: O -0.638; H 0.288; H 0.366; O -0.601; H 0.298; H 0.286; O -0.687; H 0.293

---

Run iii
The following is a quantum chemistry calculation of a 14-piece molecular cluster, H28O14 overall, from the OMol25 dataset.

Element x y z (Å)
H: 1.0237 -1.0597 1.7419
H: 0.2223 -0.3273 0.5154
H: -1.5383 1.3021 -2.6746
H: -1.1440 1.9335 -4.1304
H: -3.3707 0.8541 -0.3098
H: -1.9727 1.3172 -0.2082
H: 1.2957 -3.4162 0.4410
H: 0.9281 -3.2180 1.8513
H: -1.6353 -2.7798 -2.7437
H: -1.0819 -3.9663 -3.4011
H: 0.4773 0.4008 4.2316
H: -0.6849 0.9140 3.2671
H: 0.0568 -2.3535 4.5341
H: 1.3507 -1.6723 3.9391
H: 3.7413 1.5192 -0.6204
H: 2.2606 2.0979 -0.9698
H: -0.1717 -0.2127 -1.3567
H: -0.6288 -1.5272 -1.7761
H: 0.6082 1.8950 0.9159
H: 1.2518 3.2771 0.8035
H: -3.2855 4.0432 0.0024
H: -2.3516 3.1920 0.7571
H: -2.3517 2.4419 3.3989
H: -3.7315 1.8923 3.1275
H: 1.5097 0.1283 -3.3849
H: 2.5343 -0.8080 -4.0622
H: 2.6045 -2.2427 -2.5019
H: 2.7264 -1.4739 -1.1838
O: 0.2765 -0.4178 1.4682
O: -1.0039 1.1707 -3.4571
O: -2.4798 0.6866 -0.7597
O: 0.7540 -3.8592 1.1767
O: -1.3596 -3.6381 -2.5197
O: 0.0273 0.3148 3.3298
O: 0.8136 -2.5369 3.9853
O: 2.8236 1.7558 -0.2605
O: -0.0345 -0.8446 -2.0103
O: 1.3680 2.3948 0.5678
O: -2.3941 4.0214 0.1817
O: -2.8119 1.6024 3.0809
O: 2.1967 -0.5979 -3.2512
O: 3.1814 -2.2029 -1.7351

total charge: 0
E_HOMO: -9.62 eV
Kohn-Sham gap: 8.99 eV

Mulliken atomic charge list, values in e, 8 entries: H 0.169; H 0.128; H 0.330; H 0.276; H 0.290; H 0.276; H 0.351; H 0.304

---

Run iv
The following is a quantum chemistry calculation of a 14-piece molecular cluster, H28O14 overall, from the OMol25 dataset.

Element x y z (Å)
O: 3.1109 1.8826 -0.6866
H: 2.2919 1.7626 -1.1496
H: 3.8049 1.6936 -1.3026
O: 0.4449 1.8076 -1.3106
H: 0.3689 1.5816 -2.2346
H: -0.1451 2.5176 -1.2136
O: 0.2189 2.0506 3.4414
H: 0.4139 1.7956 4.3414
H: 0.8349 1.5986 2.8694
O: -2.2981 -0.8864 0.2574
H: -2.6631 -0.0444 -0.0686
H: -2.7121 -1.6104 -0.2416
O: -2.7261 1.1716 -1.4356
H: -2.2191 0.5026 -1.9116
H: -2.2591 1.9506 -1.3586
O: 1.5039 -0.1824 -3.3136
H: 0.8039 -0.3844 -3.8726
H: 1.0549 -0.4524 -2.5186
O: -1.5061 2.4916 1.3434
H: -1.1761 2.0806 2.1314
H: -2.4321 2.5986 1.2294
O: -1.3571 -0.8254 -2.5126
H: -1.8711 -1.3994 -3.0886
H: -0.9761 -1.4414 -1.8786
O: 2.5749 1.3436 1.9664
H: 2.7829 2.2106 2.3804
H: 2.6739 1.5176 1.0354
O: -0.6541 -1.2064 2.8944
H: -1.2391 -0.5304 3.1944
H: -0.1981 -0.7134 2.2434
O: -0.3081 -2.9534 -1.2686
H: 0.5949 -2.7034 -1.3726
H: -0.4931 -3.0544 -0.3196
O: 2.1459 -1.6994 -1.0106
H: 1.6989 -1.1904 -0.3156
H: 2.9939 -1.3094 -1.0096
O: 0.2519 -0.1054 0.6244
H: 0.4319 0.6476 0.0144
H: -0.6301 -0.2974 0.3524
O: -0.9211 -3.4524 1.3214
H: -1.1291 -2.6474 1.7624
H: -1.0871 -4.1174 1.9924

total charge: 0
E_HOMO: -11.03 eV
Kohn-Sham gap: 11.14 eV

Mulliken atomic charge list, values in e, 8 entries: O -0.700; H 0.431; H 0.321; O -0.770; H 0.341; H 0.200; O -0.671; H 0.319

---

On energetic grounds, run iv is preferred over the next structure by 0.252 eV.

---

Run i
The following is a quantum chemistry calculation of a 2-piece molecular cluster, C2H2FNO2 overall, from the OMol25 dataset.

Element x y z (Å)
C: 1.0851 -0.8015 0.4899
C: 1.6630 0.2927 2.2413
N: 0.1620 -0.0420 -0.0435
O: 1.6040 -1.8383 0.2763
O: 2.5650 0.1762 2.9798
F: 0.7129 1.2793 2.3946
H: -0.1060 0.8256 0.3891
H: -0.3489 -0.3483 -0.8658

total charge: 0
E_HOMO: -9.73 eV
Kohn-Sham gap: 10.22 eV

For reference, the Mulliken charges in units of e are: C 0.503; C 0.317; N -0.292; O -0.414; O -0.362; F -0.244; H 0.254; H 0.238

---

Run ii
The following is a quantum chemistry calculation of a 2-piece molecular cluster, C2H2FNO2 overall, from the OMol25 dataset.

Element x y z (Å)
C: 0.7628 -0.1054 0.6498
C: 0.3170 -0.2606 -0.7586
N: -1.6885 -0.0031 0.1762
O: 1.0191 -0.9422 1.4323
O: -1.8203 1.1017 0.4459
F: 0.2467 -1.4449 -1.3692
H: 0.7535 1.0750 0.9839
H: 0.4097 0.5796 -1.5602

total charge: 0
E_HOMO (spin up / spin down): -8.91 / -9.07 eV
Kohn-Sham gap (spin up / spin down): 8.21 / 8.05 eV

For reference, the Mulliken charges in units of e are: C 0.053; C 0.030; N 0.174; O -0.440; O -0.136; F -0.226; H 0.227; H 0.317

---

On energetic grounds, run i is preferred over the next structure by 3.758 eV.